No. 1
This record from the OMol25 dataset describes a molecular structure, C41H66Cl6MgN6O20PS. The level of theory is ωB97M-V with the def2-TZVPD basis set.

Output
orbital gap	0.68	eV
net charge	+1

CARTESIAN COORDINATES (ANGSTROEM)
C  5.446  2.346  0.698
C  5.772  1.374  -0.553
O  6.911  0.907  -0.706
O  4.660  1.119  -1.418
C  4.268  -0.275  -1.319
C  3.570  -0.681  0.067
C  2.508  -1.839  -0.238
C  0.986  -1.285  -0.466
O  1.091  0.101  -0.810
C  0.206  -1.601  0.894
N  -1.288  -1.416  0.852
C  -1.578  -0.103  1.522
C  -1.392  1.279  0.897
C  -1.690  2.510  1.717
N  -2.177  2.662  3.036
C  -2.325  1.360  3.565
C  -2.058  0.001  2.969
C  -1.963  -1.600  -0.471
C  -3.226  -2.596  -0.225
C  -4.309  -1.949  0.804
C  -5.182  -0.776  0.135
C  -6.723  -1.290  0.060
S  -7.673  -0.107  -0.999
O  -8.758  0.577  -0.212
O  -8.185  -0.804  -2.236
O  -6.623  1.085  -1.513
C  -1.059  -1.971  -1.722
C  -1.545  -3.302  -2.541
C  -0.683  -3.598  -3.857
C  -1.455  -3.210  -5.226
N  -2.786  -3.681  -5.560
O  -0.845  -2.490  -6.064
P  -1.233  -0.521  -3.007
O  -2.715  -0.643  -3.851
O  0.110  -0.488  -4.057
N  0.399  -2.147  -1.509
H  4.428  2.843  0.498
H  6.292  3.104  0.719
H  5.418  1.659  1.608
H  5.245  -0.883  -1.381
H  3.654  -0.620  -2.229
H  4.395  -1.166  0.711
H  3.174  0.192  0.679
H  2.800  -2.391  -1.202
H  2.494  -2.564  0.648
H  1.185  0.664  -0.008
H  0.442  -2.660  1.232
H  0.607  -0.907  1.719
H  -1.680  -2.134  1.501
H  -1.033  1.377  -0.179
H  -1.491  3.511  1.187
H  -2.719  1.351  4.646
H  -2.215  -0.940  3.589
H  -2.471  -0.591  -0.720
H  -2.878  -3.628  0.115
H  -3.836  -2.749  -1.189
H  -3.858  -1.687  1.815
H  -5.046  -2.813  1.010
H  -4.845  -0.678  -0.948
H  -5.130  0.211  0.717
H  -7.207  -1.381  1.086
H  -6.780  -2.340  -0.409
H  -6.851  1.958  -1.121
H  -2.611  -3.064  -2.913
H  -1.636  -4.177  -1.819
H  0.318  -3.070  -3.917
H  -0.534  -4.737  -3.906
H  -3.357  -3.901  -4.736
H  -3.207  -2.909  -6.116
H  -3.406  -1.075  -3.298
H  0.872  -0.238  -3.487
H  0.597  -3.139  -1.330
C  8.007  -2.438  -1.639
Cl  8.032  -2.149  0.114
Cl  8.270  -0.905  -2.495
Cl  9.294  -3.585  -2.067
Cl  6.433  -3.118  -2.106
C  10.510  -6.825  -2.865
N  9.573  -7.971  -2.994
O  8.442  -7.729  -3.379
O  10.007  -9.071  -2.704
H  9.991  -5.913  -3.155
H  10.826  -6.775  -1.823
H  11.355  -7.015  -3.525
C  -7.474  -6.432  1.208
C  -7.580  -5.523  0.160
C  -8.833  -5.092  -0.265
C  -9.980  -5.564  0.365
C  -9.874  -6.470  1.416
C  -8.621  -6.908  1.834
H  -6.496  -6.770  1.537
H  -6.684  -5.150  -0.327
H  -8.916  -4.389  -1.087
H  -10.957  -5.225  0.038
H  -10.768  -6.837  1.908
H  -8.539  -7.618  2.649
Cl  9.542  5.707  3.274
C  9.663  5.554  1.496
C  8.455  6.141  0.783
Cl  6.974  5.179  1.061
H  9.796  4.498  1.256
H  10.565  6.088  1.194
H  8.628  6.149  -0.293
H  8.255  7.175  1.104
C  8.304  12.122  -0.892
C  8.544  11.117  -0.049
C  8.664  9.726  -0.530
O  8.882  8.805  0.244
C  8.510  9.489  -1.980
C  8.270  10.493  -2.824
C  8.150  11.886  -2.344
O  7.934  12.801  -3.112
H  8.212  13.148  -0.557
H  8.660  11.272  1.017
H  8.602  8.463  -2.315
H  8.154  10.337  -3.890
N  -5.824  -3.999  -6.975
O  -6.252  -5.048  -7.487
O  -5.983  -3.805  -5.760
O  -5.251  -3.161  -7.668
Mg  7.493  6.794  2.702
O  9.619  2.243  3.773
H  9.746  3.166  4.030
H  9.351  2.291  2.848
C  -4.805  3.198  6.209
O  -5.027  1.815  6.453
C  -5.930  1.593  7.536
C  -7.320  1.225  7.031
O  -7.937  2.324  6.364
C  -7.887  2.197  4.950
H  -4.283  3.296  5.254
H  -5.741  3.758  6.151
H  -4.172  3.616  6.998
H  -5.973  2.466  8.195
H  -5.534  0.754  8.115
H  -7.953  0.979  7.888
H  -7.280  0.346  6.379
H  -8.596  1.432  4.620
H  -6.883  1.946  4.600
H  -8.177  3.154  4.513
O  -8.314  -5.528  -5.663
H  -7.455  -5.107  -5.722

No. 2
This record from the OMol25 dataset describes a single C5H5NO2 molecule. The level of theory is ωB97M-V with the def2-TZVPD basis set.

Output
orbital gap	10.23	eV
SMILES string	CC(=O)c1ncco1
net charge	0

CARTESIAN COORDINATES (ANGSTROEM)
C  -1.862  1.323  -0.696
C  -0.356  1.136  -0.836
C  0.191  -0.010  0.054
C  1.371  -1.234  1.345
C  0.199  -1.900  1.049
H  -2.027  2.309  -1.233
H  -1.943  1.668  0.289
H  -2.304  0.390  -1.153
H  2.024  -1.649  1.752
H  -0.223  -2.752  1.387
N  1.326  -0.019  0.652
O  0.313  1.653  -1.680
O  -0.571  -1.119  0.293

No. 3
This record from the OMol25 dataset describes a single C8H12O molecule. The level of theory is ωB97M-V with the def2-TZVPD basis set.

Output
orbital gap (spin up / spin down)	7.43 / 9.01	eV
net charge	0

CARTESIAN COORDINATES (ANGSTROEM)
C  -0.130  -0.479  1.992
C  -1.063  -1.010  2.807
C  0.412  0.249  -1.900
C  -0.289  0.258  0.683
C  -0.324  -0.289  -0.694
C  1.902  0.290  -1.861
C  0.661  1.528  0.963
C  -1.315  -1.370  -0.953
O  -0.223  0.640  -2.834
H  -2.165  -0.845  2.790
H  -0.694  -1.341  3.752
H  -1.289  0.713  0.747
H  2.201  -0.280  -2.726
H  2.162  -0.191  -0.858
H  2.330  1.272  -1.873
H  1.792  1.472  0.915
H  0.362  1.866  1.965
H  0.494  2.384  0.315
H  -2.369  -0.920  -0.869
H  -1.234  -2.235  -0.342
H  -1.222  -1.711  -2.014

Number 1: maximum force 6.3 eV/Å, E_tot -7134.80861 Eh. Number 2: maximum force 15.2 eV/Å, E_tot -398.66949 Eh. Number 3: maximum force 3.5 eV/Å, E_tot -387.06731 Eh.